(1)
125
Properties=species:S:1:pos:R:3 method="wB97M-V/def2-TZVPD" smiles="NCCCCC[C@@H]1[C@H](CC(=O)O)OCC[N@@H+]1C(=O)[O-].COC(=O)OC.COC(=O)OC.COC(=O)OC.COC(=O)OC.COC(=O)OC.COC(=O)OC.COC(=O)OC" multiplicity=1 homo_lumo_gap_ev=8.84
N -3.31781 -6.54338 -2.93686
C -1.83576 -6.38361 -2.58287
C -1.61352 -5.41816 -1.27534
C -2.52806 -4.01980 -1.32033
C -1.79114 -2.86302 -2.21674
C -2.83204 -1.80829 -2.95742
C -3.77692 -2.55414 -4.11927
C -2.85527 -3.28363 -5.26174
C -1.87710 -2.28935 -6.11814
C -0.45475 -1.90897 -5.37955
O -0.10668 -0.66134 -5.00895
O 0.54370 -2.98873 -5.13192
O -3.80895 -4.07017 -6.09965
C -4.62910 -3.13291 -6.87025
C -5.33688 -1.92563 -6.05041
N -4.88826 -1.67948 -4.64210
C -4.61672 -0.16948 -4.47376
O -3.62832 0.49102 -5.08169
O -5.45540 0.64553 -3.53263
H -3.84476 -6.39496 -2.02719
H -3.53708 -5.69376 -3.51956
H -1.22771 -6.03587 -3.54816
H -1.44910 -7.49342 -2.37423
H -0.47208 -5.11571 -1.22830
H -1.84267 -6.03994 -0.29641
H -3.63455 -4.25628 -1.61778
H -2.56405 -3.65248 -0.18552
H -1.04757 -3.30359 -3.00901
H -1.13133 -2.19851 -1.48157
H -2.16516 -0.94915 -3.39623
H -3.60382 -1.38961 -2.15858
H -4.31150 -3.44061 -3.52212
H -2.17918 -4.08851 -4.70547
H -1.57285 -2.89161 -7.10298
H -2.42196 -1.31061 -6.53105
H 1.19831 -2.86510 -5.90511
H -4.06790 -2.64346 -7.80274
H -5.50257 -3.78160 -7.36286
H -6.50792 -2.15384 -6.02533
H -5.24546 -0.90931 -6.66990
H -5.72938 -1.85883 -4.01406
C 1.27958 1.13895 2.41094
O 0.93858 0.32816 1.28812
C 0.69250 1.02525 0.15027
O 0.74072 2.23924 0.02831
O 0.38344 0.13756 -0.82843
C 0.09831 0.73354 -2.09247
H 1.45505 0.47815 3.26424
H 2.19852 1.70123 2.21623
H 0.45641 1.81533 2.66287
H 0.97012 1.27956 -2.46722
H -0.77213 1.39365 -2.02058
H -0.13522 -0.06780 -2.79887
C 0.82406 0.02249 9.55809
O 1.05351 0.19837 8.16137
C 1.70564 -0.83331 7.56845
O 2.09035 -1.85148 8.12188
O 1.85560 -0.53584 6.25300
C 2.53083 -1.53976 5.49769
H 0.29690 0.90614 9.92798
H 0.19434 -0.85470 9.73841
H 1.77296 -0.06315 10.09737
H 1.96924 -2.47940 5.51567
H 3.54799 -1.68779 5.87461
H 2.59463 -1.19712 4.46125
C -3.48739 1.38232 4.48375
O -3.82840 0.57153 3.36092
C -4.07447 1.26862 2.22308
O -4.02625 2.48261 2.10112
O -4.38353 0.38093 1.24437
C -4.66867 0.97691 -0.01967
H -3.31192 0.72152 5.33705
H -2.56845 1.94460 4.28903
H -4.31056 2.05870 4.73568
H -3.79686 1.52293 -0.39442
H -5.53911 1.63702 0.05222
H -4.90219 0.17557 -0.72607
C 8.68413 0.29258 3.86835
O 8.56335 0.28219 5.28951
C 7.31040 0.02328 5.74146
O 6.32800 -0.19076 5.04859
O 7.33984 0.04379 7.09796
C 6.08073 -0.21458 7.71615
H 9.72650 0.50935 3.61924
H 8.42710 -0.68672 3.45189
H 8.05599 1.07663 3.43328
H 5.71968 -1.21424 7.45353
H 5.34854 0.54924 7.43496
H 6.22157 -0.17357 8.79973
C 3.04939 5.04826 -6.22980
O 1.70642 4.83248 -5.80053
C 1.11220 3.74416 -6.35156
O 1.62363 2.97515 -7.15034
O -0.14973 3.65968 -5.85987
C -0.89998 2.55286 -6.35623
H 3.42532 5.94347 -5.72697
H 3.68522 4.20266 -5.94838
H 3.08644 5.21925 -7.31052
H -0.42201 1.60749 -6.07976
H -1.02088 2.62415 -7.44199
H -1.89186 2.58384 -5.89700
C 3.50652 1.31680 -1.23387
O 4.79428 0.86998 -0.81382
C 5.10912 -0.38606 -1.21934
O 4.40010 -1.12325 -1.88628
O 6.34958 -0.67979 -0.75420
C 6.81564 -1.98080 -1.10697
H 3.36040 2.33171 -0.85420
H 3.44543 1.34583 -2.32655
H 2.72137 0.67724 -0.81785
H 6.88689 -2.08352 -2.19463
H 6.16282 -2.75218 -0.68581
H 7.81570 -2.10782 -0.68339
C -3.27546 5.59338 3.70134
O -2.38846 6.41230 4.46094
C -2.05706 5.90111 5.67340
O -2.44725 4.84035 6.13547
O -1.21627 6.77470 6.28273
C -0.78149 6.36442 7.57770
H -3.47243 6.09862 2.75187
H -2.81627 4.62312 3.48627
H -4.22728 5.46466 4.22675
H -0.22252 5.42497 7.51752
H -1.63360 6.26660 8.25808
H -0.11457 7.13675 7.97064


(2)
119
Properties=species:S:1:pos:R:3 method="wB97M-V/def2-TZVPD" charge=+1 multiplicity=1 homo_lumo_gap_ev=6.53
C 5.30381 -0.84749 -3.81434
C 3.91657 -0.05956 -3.45196
C 4.32397 1.09976 -2.42964
F 4.74245 0.43104 -1.20127
C 3.13490 2.08995 -2.00854
C 1.60881 1.66529 -2.24603
C 0.81729 2.70407 -1.25984
C -0.07486 1.95034 -0.14894
C -1.56286 1.77706 -0.74665
C -1.85532 0.19836 -0.86998
C -1.54915 -0.29704 -2.38723
O -0.42983 -1.24805 -2.33763
C -0.53369 -2.20692 -3.40064
C -0.80196 -1.82289 -4.92783
O -0.35912 -3.41115 -3.07219
C 1.25488 2.16349 -3.72085
F 1.26214 1.24285 -4.81877
C 2.19963 3.46538 -3.76243
P 1.89206 4.83883 -5.00864
C 3.19990 4.59508 -6.39267
C 0.22203 4.66261 -5.87987
C 0.19151 3.62857 -7.10979
N 3.16233 3.38219 -2.81368
B 4.22709 4.40656 -2.48468
N 5.22864 4.11959 -1.38439
O 4.34706 5.68511 -3.12728
H 6.01351 -0.02734 -4.20406
H 5.04896 -1.49557 -4.72470
H 5.72193 -1.43327 -2.93401
H 3.22929 -0.83858 -2.98241
H 3.54612 0.36206 -4.44820
H 5.23849 1.63595 -2.84728
H 3.33814 2.22825 -0.88014
H 1.44508 0.54851 -2.00818
H 0.11505 3.40616 -1.82773
H 1.54345 3.38997 -0.68205
H -0.16405 2.67294 0.74634
H 0.38954 0.98840 0.25269
H -1.69011 2.21693 -1.80803
H -2.30378 2.34800 -0.08843
H -1.19982 -0.42336 -0.17411
H -2.95106 0.02124 -0.56908
H -2.51252 -0.75793 -2.79779
H -1.19529 0.56300 -3.06707
H -1.48706 -0.92646 -5.08069
H 0.21998 -1.67026 -5.43529
H -1.27242 -2.73793 -5.42121
H 0.19229 2.60717 -3.79589
H 2.75246 4.66639 -7.43730
H 3.70912 3.56228 -6.33064
H 4.03825 5.36630 -6.32925
H -0.57399 4.47120 -5.08157
H -0.01580 5.70211 -6.32835
H -0.91623 3.55677 -7.43813
H 0.75457 3.99052 -8.04080
H 0.51235 2.56753 -6.84544
H 5.91704 3.41360 -1.67546
H 4.75908 3.87236 -0.50392
H 5.28833 5.90570 -3.29614
C -2.29267 6.39079 6.04012
C -3.03817 6.52523 4.72552
O -2.51407 5.62716 3.73683
C -2.86931 4.34177 3.87593
O -3.58216 3.88755 4.73701
O -2.27110 3.63456 2.89927
C -2.48316 2.22754 2.99493
H -1.21802 6.51916 5.88671
H -2.64106 7.13529 6.75868
H -2.43471 5.40049 6.47810
H -2.90037 7.53538 4.33393
H -4.11337 6.37206 4.85220
H -3.54729 1.98794 3.04720
H -1.95612 1.83058 3.86542
H -2.07003 1.76260 2.09880
C 4.40397 -6.69968 -5.65737
C 4.65195 -5.20358 -5.70117
O 6.03621 -4.90186 -5.48179
C 6.85223 -5.12882 -6.52330
O 6.52504 -5.54848 -7.60686
O 8.10661 -4.83181 -6.14319
C 9.09410 -5.12979 -7.12905
H 4.78220 -7.12400 -4.72385
H 3.33699 -6.91636 -5.74044
H 4.92117 -7.21200 -6.47132
H 4.09452 -4.72175 -4.89443
H 4.30579 -4.76284 -6.64047
H 8.85849 -4.65480 -8.08360
H 9.18469 -6.21147 -7.24968
H 10.04899 -4.73900 -6.77570
C -5.34740 -0.32792 6.27419
C -6.09441 -0.18868 4.96079
O -5.57273 -1.08688 3.97093
C -5.93116 -2.37241 4.10877
O -6.64484 -2.82467 4.97054
O -5.33478 -3.07951 3.13281
C -5.54931 -4.48680 3.22695
H -4.27255 -0.20244 6.11954
H -5.69253 0.41606 6.99482
H -5.49157 -1.31876 6.71038
H -5.95389 0.82249 4.57198
H -7.16992 -0.33867 5.08908
H -6.61393 -4.72375 3.27866
H -5.02366 -4.88582 4.09739
H -5.13613 -4.94961 2.32995
C -5.07476 -4.73862 8.22791
C -5.68126 -4.72654 9.61844
O -4.68593 -4.96953 10.62121
C -3.87882 -3.93488 10.89887
O -3.92368 -2.83880 10.39282
O -2.98979 -4.33565 11.82395
C -2.00048 -3.35702 12.13524
H -4.52684 -5.66892 8.05606
H -5.85186 -4.63730 7.46708
H -4.36124 -3.92176 8.09832
H -6.41139 -5.53452 9.70087
H -6.21062 -3.79142 9.82106
H -2.45732 -2.40879 12.42591
H -1.33390 -3.21712 11.28122
H -1.41382 -3.72924 12.97591


(3)
118
Properties=species:S:1:pos:R:3 method="wB97M-V/def2-TZVPD" charge=-2 multiplicity=1 relative_energy_kj_mol=1055.7 homo_lumo_gap_ev=1.95
O 0.73744 2.20624 -2.36093
C -0.14714 1.26471 -2.71064
O -1.07326 1.63389 -3.83146
B -0.29567 -0.22169 -1.96531
C -0.27289 -1.48564 -3.01826
C 1.31164 -2.00347 -3.15638
O 1.78530 -3.12692 -2.61103
C 2.28272 -0.98109 -4.05587
C 2.28769 -1.24663 -5.67954
C 3.21569 -0.20217 -6.58516
C 4.04888 0.98190 -5.78723
C 4.02161 1.22561 -4.15525
C 3.10040 0.20164 -3.26622
H 0.62746 -0.34616 -1.22032
H -1.33819 -0.19523 -1.40184
H -0.53426 -1.04653 -4.09056
H -1.01759 -2.35417 -2.77108
H 1.65813 -2.13373 -6.15191
H 3.20905 -0.35446 -7.75318
H 4.68468 1.71475 -6.45986
H 4.58990 2.07736 -3.58139
H 2.96098 0.28046 -2.08814
C -0.70760 -1.78226 -7.96522
O -0.32800 -2.17469 -6.86951
N -0.88077 -0.46299 -8.32719
C -1.33476 -0.08039 -9.64797
C -0.59981 0.57421 -7.35645
H -0.94925 -2.48779 -8.77755
H -0.57254 0.54987 -10.11497
H -2.26797 0.48193 -9.55176
H -1.50799 -0.95884 -10.27541
H 0.44547 0.49481 -7.04316
H -1.24172 0.42720 -6.48271
H -0.78177 1.56340 -7.78486
C -1.52686 -0.21142 1.46786
O -0.42594 -0.19754 0.93263
N -2.08009 0.82630 2.18797
C -3.39273 0.73030 2.79187
C -1.32541 2.05207 2.34601
H -2.18426 -1.09488 1.40979
H -4.03125 1.51516 2.37642
H -3.29562 0.86929 3.87243
H -3.84737 -0.24426 2.59469
H -1.11092 2.46804 1.35706
H -0.37889 1.82532 2.84580
H -1.88901 2.77891 2.93695
C 3.43971 -8.14699 -3.58216
O 4.35971 -8.95345 -3.53839
N 3.10504 -7.25920 -2.58150
C 1.99836 -6.33435 -2.71142
C 3.88452 -7.25020 -1.36111
H 2.78321 -8.06971 -4.46481
H 2.37903 -5.31284 -2.62243
H 1.27899 -6.52939 -1.91092
H 1.49994 -6.44884 -3.67776
H 4.92768 -7.02980 -1.60665
H 3.83298 -8.24042 -0.89860
H 3.50322 -6.49834 -0.66507
C 8.22047 -3.77910 0.25543
O 9.10812 -3.62803 -0.57399
N 7.46392 -4.92023 0.41955
C 6.42912 -5.01935 1.42768
C 7.71119 -6.05679 -0.44308
H 7.95028 -2.97697 0.96228
H 6.67195 -5.84425 2.10360
H 5.47317 -5.21769 0.93456
H 6.35034 -4.09389 2.00446
H 8.74982 -6.37788 -0.31983
H 7.55687 -5.75438 -1.48319
H 7.03864 -6.88248 -0.19597
C 4.61978 4.33633 -2.41736
O 5.53978 3.52987 -2.37360
N 4.28511 5.22412 -1.41671
C 3.17843 6.14897 -1.54662
C 5.06459 5.23312 -0.19631
H 3.96328 4.41362 -3.30002
H 3.55910 7.17048 -1.45763
H 2.45906 5.95394 -0.74613
H 2.68001 6.03448 -2.51297
H 6.10775 5.45352 -0.44186
H 5.01305 4.24291 0.26619
H 4.68329 5.98498 0.49972
C 4.55541 4.11870 3.51611
O 5.44307 4.26977 2.68669
N 3.79886 2.97757 3.68023
C 2.76406 2.87845 4.68836
C 4.04613 1.84101 2.81761
H 4.28522 4.92083 4.22296
H 3.00690 2.05355 5.36429
H 1.80812 2.68011 4.19524
H 2.68529 3.80391 5.26514
H 5.08477 1.51992 2.94085
H 3.89181 2.14342 1.77750
H 3.37359 1.01532 3.06471
C -6.08817 1.95620 4.65077
O -4.98993 1.70728 5.13096
N -7.16448 1.09459 4.62477
C -8.43407 1.46639 4.03582
C -7.02211 -0.22461 5.20483
H -6.30472 2.93128 4.18346
H -9.21104 1.40576 4.80326
H -8.66439 0.77045 3.22406
H -8.40131 2.48413 3.63772
H -6.75881 -0.12216 6.26182
H -6.21483 -0.75438 4.69030
H -7.95277 -0.79036 5.11027
C -11.69937 2.02713 6.97109
O -11.48037 2.33018 5.80537
N -11.22620 2.70250 8.07630
C -11.53162 2.27821 9.42672
C -10.39732 3.87388 7.88177
H -12.31850 1.15274 7.23219
H -12.05561 3.08840 9.94183
H -10.59579 2.05631 9.94761
H -12.16279 1.38547 9.42651
H -10.95952 4.61638 7.30759
H -9.50681 3.58931 7.31335
H -10.09971 4.30020 8.84345